Computed, not measured: C19H22BrFeN as an isolated structure in a non-equilibrium geometry, with ωB97M-V with the def2-TZVPD basis set.

2S+1: 5
HOMO (spin up / spin down), Eh: 0.0128 / 0.0123
Total charge: -2
<S²>: 6.021
DFT total energy, eV: -125976.36688
Energy relative to the best compared isomer or geometry (same formula, charge and spin), kJ/mol: 0.0

CARTESIAN COORDINATES (ANGSTROEM)
C: -1.280 -0.815 -1.752
C: -1.475 -1.871 -0.842
C: -2.303 -1.370 0.245
H: -1.215 -2.910 -1.008
C: -2.373 0.095 0.054
C: -1.792 0.370 -1.202
H: -1.812 1.338 -1.711
H: -0.897 -0.933 -2.763
H: -2.910 -1.977 0.916
H: -3.028 0.788 0.580
Fe: -0.709 -0.834 1.390
Br: 0.879 -2.436 1.203
C: 2.132 1.415 0.169
C: 1.243 2.092 -0.709
C: 1.151 1.335 -1.918
H: 0.716 3.026 -0.510
C: 1.949 0.160 -1.765
C: 2.559 0.220 -0.471
H: 3.202 -0.547 -0.044
H: 2.439 1.738 1.170
H: 0.544 1.582 -2.783
H: 2.048 -0.654 -2.469
C: -4.034 -1.086 3.011
N: -3.093 -0.422 3.879
C: -3.243 -0.658 5.292
C: -2.465 0.820 3.478
C: -1.033 0.844 3.906
C: -0.675 1.242 5.210
C: 0.630 1.084 5.655
C: 1.644 0.744 4.764
C: 1.300 0.485 3.415
C: -0.042 0.435 3.026
H: -4.991 -1.269 3.536
H: -3.626 -2.067 2.699
H: -4.229 -0.493 2.102
H: -2.389 -1.230 5.690
H: -3.313 0.282 5.863
H: -4.163 -1.240 5.468
H: -2.585 0.912 2.385
H: -3.029 1.649 3.945
H: -1.397 1.625 5.920
H: 0.870 1.299 6.696
H: 2.679 0.667 5.120
H: 2.108 0.230 2.733